{"formula": "C38H55As2N4O5PPtTe", "method": "ωB97M-V/def2-TZVPD", "homo_ha": [-0.4340, -0.4918], "total_charge": 2, "relative_energy_ev": 0.3232, "orbital_gap_ev": [6.94, 5.37], "multiplicity": 5, "species": ["Pt", "C", "As", "C", "C", "C", "C", "C", "C", "C", "As", "C", "C", "H", "H", "H", "H", "H", "H", "H", "H", "H", "H", "H", "H", "H", "H", "H", "H", "O", "C", "C", "C", "C", "C", "C", "C", "O", "N", "O", "O", "H", "H", "H", "H", "C", "C", "C", "C", "C", "C", "Te", "C", "C", "C", "H", "H", "H", "H", "H", "H", "H", "H", "H", "H", "H", "O", "P", "N", "C", "C", "C", "C", "N", "C", "C", "C", "C", "N", "C", "C", "C", "C", "H", "H", "H", "H", "H", "H", "H", "H", "H", "H", "H", "H", "H", "H", "H", "H", "H", "H", "H", "H", "H", "H", "H", "H"], "coordinates": [[-0.44354, 0.84641, -0.28316], [2.42985, 1.53557, 2.19345], [0.54249, 1.69598, 1.78889], [-0.31806, 1.14862, 3.42848], [0.22887, 3.61092, 1.72354], [0.86997, 4.45071, 2.62949], [0.64924, 5.81961, 2.59706], [-0.21807, 6.35987, 1.65801], [-0.86620, 5.52945, 0.75592], [-0.64968, 4.15518, 0.78126], [-1.58945, 2.98990, -0.44790], [-3.41349, 3.02245, 0.17962], [-1.64579, 3.95072, -2.12405], [3.00868, 2.04276, 1.42293], [2.68906, 0.47783, 2.20298], [2.65520, 1.97013, 3.16589], [-0.01352, 1.80487, 4.24253], [-0.03092, 0.12212, 3.64974], [-1.39585, 1.19653, 3.28983], [1.54841, 4.04467, 3.37025], [1.15299, 6.46372, 3.30514], [-0.39256, 7.42698, 1.63042], [-1.54504, 5.96441, 0.03211], [-3.80498, 4.03666, 0.11703], [-3.42681, 2.68136, 1.21188], [-4.01154, 2.34565, -0.42710], [-2.21033, 4.87543, -2.01659], [-2.13067, 3.31292, -2.86092], [-0.63191, 4.17420, -2.45009], [-1.12021, 0.27109, -2.49240], [-0.84848, -0.76452, -3.09498], [0.15882, -1.74034, -2.74270], [0.14476, -2.93168, -3.48156], [1.01923, -3.93686, -3.17195], [1.94823, -3.79838, -2.14139], [1.99416, -2.62611, -1.42642], [1.11056, -1.55864, -1.70155], [1.22665, -0.44822, -1.00983], [0.96219, -5.19737, -3.92960], [0.10735, -5.29093, -4.78483], [1.77793, -6.04763, -3.64767], [-1.43199, -1.00196, -3.99839], [-0.56609, -3.07576, -4.28573], [2.61701, -4.61991, -1.92440], [2.70071, -2.50193, -0.61722], [8.73283, 2.47449, -2.30214], [7.25643, 2.24721, -2.36300], [6.44466, 3.01305, -3.20661], [5.08378, 2.81416, -3.28437], [4.25227, 3.65152, -4.21547], [4.51238, 1.79686, -2.47328], [2.50231, 1.46948, -2.62807], [5.30995, 1.01125, -1.60427], [4.74579, -0.08986, -0.75578], [6.66629, 1.25856, -1.57204], [9.04447, 3.28958, -2.95060], [9.26613, 1.57032, -2.60165], [9.04141, 2.70360, -1.28074], [6.89962, 3.78347, -3.81689], [4.86274, 4.41684, -4.68945], [3.44173, 4.16182, -3.68949], [3.81445, 3.04448, -5.01186], [3.66958, -0.00275, -0.59375], [5.23295, -0.10401, 0.21936], [4.93266, -1.05678, -1.22854], [7.29321, 0.66664, -0.91489], [-2.25159, 0.12618, 0.71874], [-2.62195, -1.25640, 1.23533], [-1.44946, -2.01860, 2.08497], [-1.57758, -2.58015, 3.43608], [-0.85651, -3.91741, 3.32107], [0.30006, -3.63023, 2.35544], [-0.17615, -2.44458, 1.48972], [-2.95210, -2.23242, -0.03185], [-3.69330, -1.77142, -1.21737], [-3.60790, -2.95550, -2.20621], [-2.79083, -4.03745, -1.48457], [-2.97646, -3.69841, -0.01247], [-3.92084, -1.11109, 2.20383], [-4.95481, -2.16286, 2.31084], [-5.82723, -1.68677, 3.47221], [-5.66886, -0.16790, 3.44128], [-4.18849, 0.00391, 3.12345], [-2.62420, -2.67678, 3.71688], [-1.08945, -1.93818, 4.17774], [-1.53328, -4.66236, 2.89995], [-0.51475, -4.28777, 4.28568], [0.54093, -4.49929, 1.74499], [1.20351, -3.36010, 2.90230], [-0.33060, -2.72563, 0.44595], [0.55452, -1.62953, 1.50094], [-3.24730, -0.85282, -1.59566], [-4.73662, -1.55624, -0.96677], [-3.15349, -2.66365, -3.15292], [-4.60694, -3.32113, -2.43845], [-1.73165, -3.95596, -1.73528], [-3.11916, -5.04557, -1.72970], [-2.19318, -4.09253, 0.63321], [-3.94043, -4.07203, 0.35140], [-4.51542, -3.14401, 2.50619], [-5.52500, -2.22781, 1.38056], [-5.43991, -2.07978, 4.41445], [-6.85828, -2.01811, 3.37129], [-5.95194, 0.31054, 4.37662], [-6.27249, 0.26215, 2.63970], [-3.58621, -0.08251, 4.03569], [-3.95748, 0.95378, 2.64221]], "forces_ev_per_angstrom": [[0.1034, -0.0287, -0.1004], [0.0102, -0.0007, -0.0218], [-0.0217, 0.0097, -0.0198], [0.0111, -0.0024, 0.0229], [-0.0168, -0.0021, -0.0044], [-0.0035, 0.0142, -0.0012], [-0.0072, -0.0069, -0.0101], [0.0063, -0.0160, 0.0041], [-0.0101, 0.0196, 0.0106], [0.0262, -0.0485, 0.0230], [-0.0289, 0.0263, 0.0433], [-0.0023, 0.0126, 0.0058], [0.0057, -0.0029, -0.0096], [-0.0040, -0.0016, 0.0005], [-0.0008, -0.0008, 0.0018], [0.0019, 0.0036, -0.0003], [-0.0026, -0.0073, 0.0060], [-0.0051, -0.0218, 0.0045], [-0.0142, 0.0090, -0.0041], [0.0023, -0.0031, 0.0020], [0.0000, 0.0005, -0.0009], [-0.0004, -0.0003, -0.0014], [-0.0047, -0.0009, 0.0000], [-0.0046, 0.0004, -0.0028], [-0.0008, -0.0092, -0.0088], [-0.0031, 0.0049, -0.0055], [0.0061, 0.0049, -0.0039], [-0.0028, 0.0038, -0.0053], [0.0020, 0.0064, 0.0022], [-0.0264, 0.0534, 0.0096], [0.0586, -0.0557, 0.0252], [-0.0109, 0.0286, -0.0768], [-0.0054, -0.0143, 0.0228], [-0.0436, -0.0390, -0.0121], [0.0065, 0.0265, 0.0329], [-0.0290, -0.0092, 0.0013], [0.0153, 0.0828, 0.0503], [0.0221, -0.1294, 0.0455], [0.0708, 0.0521, -0.0646], [-0.0225, -0.0157, 0.0209], [-0.0272, -0.0112, 0.0235], [-0.0062, -0.0078, 0.0021], [-0.0043, -0.0019, -0.0008], [0.0017, 0.0031, 0.0003], [0.0296, 0.0207, 0.0113], [-0.0066, 0.0036, -0.0044], [0.0165, 0.0110, -0.0057], [-0.0102, 0.0062, 0.0006], [0.0032, -0.0033, -0.0215], [0.0020, -0.0009, -0.0083], [0.0034, 0.0097, -0.0143], [-0.0216, -0.0085, -0.0159], [0.0352, 0.0240, 0.0094], [-0.0079, -0.0444, 0.0363], [-0.0215, 0.0056, 0.0158], [-0.0004, -0.0002, 0.0006], [0.0001, -0.0011, 0.0005], [0.0002, -0.0025, 0.0010], [-0.0011, 0.0006, 0.0012], [-0.0034, -0.0027, -0.0060], [0.0064, 0.0017, 0.0081], [-0.0001, 0.0003, 0.0012], [-0.0205, -0.0037, 0.0042], [0.0051, -0.0141, -0.0150], [-0.0231, -0.0072, -0.0038], [-0.0014, 0.0004, 0.0000], [-0.0771, -0.0587, 0.1562], [-0.0271, 0.0070, -0.0640], [0.0958, 0.1026, 0.0989], [-0.0367, -0.0084, -0.0083], [-0.0036, -0.0098, 0.0181], [0.0096, -0.0194, -0.0264], [0.0018, -0.0102, -0.0238], [0.0120, -0.0471, -0.0569], [-0.0026, 0.0261, -0.0069], [-0.0188, 0.0121, -0.0031], [0.0086, -0.0050, -0.0049], [-0.0074, 0.0063, 0.0231], [-0.0822, 0.0131, -0.0553], [0.0080, 0.0173, 0.0012], [-0.0003, -0.0020, 0.0115], [-0.0108, 0.0025, 0.0063], [0.0406, -0.0041, -0.0014], [0.0166, 0.0134, 0.0171], [0.0154, 0.0245, -0.0241], [-0.0054, 0.0008, -0.0042], [-0.0048, -0.0114, -0.0040], [0.0294, 0.0092, 0.0020], [-0.0197, 0.0135, 0.0208], [-0.0003, 0.0013, -0.0318], [0.0204, 0.0216, -0.0304], [-0.0101, -0.0148, 0.0047], [0.0017, 0.0074, 0.0066], [0.0037, -0.0041, 0.0007], [-0.0012, 0.0035, -0.0010], [0.0180, 0.0030, -0.0122], [0.0027, -0.0018, 0.0040], [0.0018, -0.0022, -0.0159], [0.0072, -0.0075, -0.0045], [-0.0082, -0.0024, 0.0005], [-0.0035, 0.0016, 0.0022], [-0.0028, -0.0021, 0.0011], [-0.0016, 0.0027, -0.0012], [0.0011, 0.0010, -0.0003], [0.0010, -0.0037, -0.0036], [0.0060, 0.0034, -0.0015], [-0.0025, 0.0008, 0.0092]]}

{"formula": "C38H55B3F3N3O10PS", "method": "ωB97M-V/def2-TZVPD", "homo_ha": -0.0474, "total_charge": -1, "relative_energy_ev": 14.2540, "orbital_gap_ev": 2.85, "multiplicity": 1, "species": ["C", "C", "C", "C", "C", "C", "C", "C", "C", "B", "O", "O", "C", "C", "B", "O", "O", "C", "C", "C", "C", "N", "C", "O", "C", "F", "F", "F", "C", "C", "C", "C", "P", "C", "O", "C", "O", "B", "O", "O", "C", "C", "C", "C", "C", "C", "N", "S", "H", "H", "H", "H", "H", "H", "H", "H", "H", "H", "H", "H", "H", "H", "H", "H", "H", "H", "H", "H", "H", "H", "H", "H", "H", "H", "H", "H", "H", "H", "H", "H", "H", "H", "H", "H", "H", "C", "C", "C", "C", "C", "C", "N", "O", "C", "C", "C", "H", "H", "H", "H", "H", "H", "H", "H", "H", "H", "H", "H", "H", "H", "H", "H", "H", "H"], "coordinates": [[3.62738, 5.68696, 4.04140], [2.84841, 4.92041, 5.25562], [1.62058, 4.07743, 4.65815], [0.58977, 4.93161, 3.77338], [-0.26583, 3.90028, 2.83249], [-0.10934, 4.28131, 1.26655], [-0.93015, 3.31005, 0.29902], [-2.48970, 3.52793, 0.22605], [-3.10793, 4.72192, 1.08452], [-4.61876, 5.15124, 0.67450], [-4.97253, 6.18978, -0.26506], [-5.70609, 4.44799, 1.35604], [-3.34348, 2.60517, -0.68029], [-2.63856, 1.50208, -1.52087], [-3.54094, 0.56060, -2.52442], [-3.97799, 1.04091, -3.82111], [-3.85097, -0.77161, -2.02892], [-5.19471, -0.69849, -1.42841], [-5.17371, -1.11740, 0.13666], [-1.10523, 1.32870, -1.43427], [-0.19476, 2.19400, -0.54001], [1.26681, 2.14928, -0.39986], [1.77279, 3.24068, -1.32844], [3.21964, 3.29111, -1.40172], [3.69537, 4.58076, -1.08704], [3.47529, 4.82890, 0.30304], [5.10697, 4.57542, -1.31019], [3.16076, 5.60088, -1.90436], [1.88915, 0.85750, -0.71487], [1.29380, -0.23520, -1.68636], [1.98935, -1.57760, -2.01227], [3.39277, -1.93678, -1.40725], [4.24148, -3.58635, -1.88553], [4.65279, -4.58877, -0.32510], [2.97037, -4.43447, -2.72651], [3.99844, -0.89285, -0.43910], [5.28345, -1.18936, 0.16888], [6.35909, -0.80010, -0.71385], [6.34734, -0.93107, -2.15048], [7.57036, -0.24836, -0.12682], [3.26569, 0.45580, -0.09455], [4.07747, 1.37636, 0.95514], [3.56030, 1.30014, 2.39920], [4.37078, 2.14008, 3.45763], [5.58182, 2.87327, 2.79382], [5.93885, 2.84363, 1.30029], [5.17020, 2.07351, 0.38909], [-0.35969, 0.02216, -2.50642], [3.26429, 5.16956, 3.07800], [4.76231, 5.57768, 4.17193], [3.31253, 6.78965, 3.97793], [2.55904, 5.62930, 6.10159], [3.61286, 4.15110, 5.65573], [1.04098, 3.60734, 5.53202], [2.05372, 3.24055, 3.99525], [-0.10413, 5.47615, 4.50843], [1.07155, 5.70673, 3.08725], [0.11855, 2.85537, 3.08750], [-1.34435, 3.97517, 3.20192], [-0.38936, 5.38713, 1.15267], [1.02028, 4.21694, 1.04542], [-2.44646, 5.65580, 0.89844], [-3.09953, 4.55468, 2.21646], [-5.28046, 7.00372, 0.19892], [-6.11019, 3.80473, 0.72777], [-4.47119, 2.69591, -0.80565], [-4.22527, 0.28760, -4.39870], [-5.84119, -1.42666, -2.04682], [-5.67364, 0.34577, -1.54625], [-5.38538, -0.16472, 0.74908], [-6.05100, -1.83473, 0.33314], [-4.17129, -1.56624, 0.45710], [1.27536, 4.23750, -1.06147], [1.37367, 2.95963, -2.37928], [1.48822, -2.32962, -2.70193], [5.54450, -4.17893, 0.26124], [4.95402, -5.64249, -0.69336], [3.70084, -4.71677, 0.29487], [2.36599, -4.70518, -1.98270], [5.77880, -0.24187, -2.55703], [8.04433, 0.29163, -0.79638], [2.65874, 0.66728, 2.69933], [4.12617, 2.17113, 4.56480], [6.26573, 3.48887, 3.48352], [6.86327, 3.40509, 0.91796], [-0.52428, -5.51468, -1.81774], [-1.83770, -4.72549, -1.63059], [-2.62555, -4.70801, -2.96001], [-3.25022, -6.03957, -3.36291], [-3.58828, -6.93750, -2.17586], [-3.77449, -6.19498, -0.83326], [-2.55620, -5.43099, -0.55714], [-2.60717, -4.73681, 0.64918], [-3.93144, -7.28652, 0.24684], [-5.07686, -5.36857, -0.87239], [-1.45536, -3.25754, -1.34825], [0.07087, -5.50863, -0.89953], [0.09547, -5.07899, -2.61499], [-0.70797, -6.55903, -2.08146], [-3.42486, -3.96139, -2.89520], [-1.97962, -4.36176, -3.77913], [-4.15570, -5.83999, -3.94781], [-2.57500, -6.57943, -4.03592], [-4.48102, -7.52738, -2.41758], [-2.78151, -7.67172, -2.06610], [-3.01287, -7.87338, 0.34710], [-4.73985, -7.98149, -0.01275], [-4.17034, -6.86317, 1.22659], [-5.93819, -6.01814, -1.07555], [-5.06963, -4.59542, -1.64572], [-5.27065, -4.87518, 0.08395], [-0.87840, -2.84005, -2.18291], [-0.83057, -3.15834, -0.45680], [-2.34176, -2.63008, -1.22012]], "forces_ev_per_angstrom": [[-0.8555, -0.3696, 0.3555], [0.7968, -0.5220, -0.9357], [0.1840, 0.5726, 0.0693], [-0.3872, -0.7574, 0.0502], [0.0844, 0.8204, 0.7769], [0.4465, -0.7696, 0.4771], [-1.6052, -1.1947, -1.3520], [1.4613, -2.3491, -1.4412], [0.6045, 0.8088, -0.6980], [-1.3899, -0.2990, 0.2240], [0.7286, -0.5320, 1.9626], [1.4147, 0.2484, -1.8510], [4.2357, -0.5093, -0.0845], [1.4605, 2.6114, 1.8418], [-0.0883, -0.9909, -0.3501], [1.0075, -1.4465, 2.1904], [-0.6838, 2.8927, -0.7354], [-0.7073, -0.9607, 0.3436], [-0.5603, 0.7326, -0.4111], [-0.5541, 1.8188, 1.5007], [-4.8422, 1.3128, 0.8325], [-0.0317, -0.5299, -1.5308], [-1.6082, -0.3610, -1.5906], [-0.3094, 3.1422, 0.6144], [1.5200, -1.3424, 0.1996], [0.3816, 0.2264, -3.4255], [-3.6784, 0.2594, 0.6304], [1.0184, -2.1074, 2.3072], [2.3781, -4.4562, -0.8428], [2.1052, -0.3747, 1.1735], [1.7531, 2.3208, 2.3092], [-2.7536, 3.1149, 1.5539], [0.1560, 0.3379, -1.4362], [-0.9673, -0.9128, 0.1520], [0.7902, 0.7807, 3.2552], [-2.8431, 0.0806, -1.5923], [-0.4510, 1.4160, -2.4114], [1.3054, 0.9601, 0.0534], [-0.5881, 1.1594, 1.8855], [-2.1294, -0.7347, -1.1325], [-0.1350, -1.2460, -0.9928], [-0.9407, -0.3970, 0.6547], [3.4745, 2.7027, 0.1278], [1.1867, -0.6956, -5.7451], [-1.2205, -0.8568, -0.3801], [-2.5422, -1.8169, 2.3235], [-0.6116, 0.2421, 4.1887], [1.0428, 1.0983, 1.7131], [0.9862, 0.8562, 1.3098], [-1.7479, 0.3370, -0.3621], [0.6273, -1.6051, 0.1063], [0.2937, -0.9816, -1.1746], [-1.2982, 1.2323, -0.2643], [0.7845, 0.4891, -1.3616], [-0.6452, 1.2729, 1.0527], [0.9166, -0.6210, -1.2192], [-0.3656, -1.0274, 1.1021], [-0.6492, 1.2819, -0.7848], [1.3803, -0.3323, -0.8554], [0.1694, -1.6416, -0.0334], [-1.7760, -0.0286, 0.2805], [-0.9129, -1.5122, 0.2812], [0.0408, -0.1530, -1.6032], [0.0823, -1.0262, -0.6237], [0.1057, 0.8117, 0.7556], [1.7066, 0.0567, 0.3420], [-0.0209, 0.5195, 0.6611], [0.8944, 1.1039, 1.0785], [0.7852, -1.3927, 0.1236], [0.4829, -1.4560, -0.7625], [1.5358, 0.9191, -0.2456], [-1.5258, 0.4418, -0.6350], [0.9932, -1.4993, -0.0760], [0.9228, 0.5499, 1.4224], [0.6744, 1.2074, 1.0729], [-1.5077, -0.2421, -0.8558], [-0.4848, 1.7194, 0.3711], [1.5012, 0.1943, -0.3653], [0.0787, 0.0420, -1.2770], [0.2475, -0.8282, 0.2641], [-0.4803, -0.8767, 0.4847], [1.4713, 1.0127, -0.7309], [0.4766, 0.0049, -1.7148], [-1.1782, -1.0223, -1.2120], [-1.7040, -0.9824, 0.5843], [0.3977, 0.1096, -0.4476], [0.0903, -0.2148, -0.4618], [-0.0449, 0.1354, -0.1401], [-0.0576, -0.0538, -0.2555], [0.0829, -0.1778, 0.0498], [0.2593, -0.0137, -0.4040], [0.0285, -0.3134, 0.3026], [-0.2580, 0.3035, 0.1998], [-0.0863, 0.0796, 0.2239], [-0.3769, 0.0908, 0.0754], [-0.2033, -0.1238, 0.4711], [-0.2583, 0.0412, 0.1406], [0.0338, 0.0547, -0.1173], [-0.0963, 0.0645, 0.0480], [0.1409, 0.0367, 0.2357], [0.0648, 0.0288, 0.1476], [0.0614, 0.0155, -0.0006], [-0.0391, 0.0012, 0.0233], [-0.0427, 0.0796, 0.1843], [-0.0165, 0.1211, 0.2526], [0.0078, 0.2013, -0.0788], [-0.0332, 0.0808, -0.1394], [0.1710, 0.1440, -0.1736], [0.0525, -0.0426, -0.0270], [0.1285, -0.0387, -0.0070], [0.3135, -0.0296, -0.0223], [-0.1363, -0.2510, -0.1670], [-0.2213, -0.1462, 0.0467], [0.1249, -0.1349, 0.0770]]}